Molecular formula: C29H48BrIrN5O4SSi4Te
Method: DFT, ωB97M-V/def2-TZVPD

Last column: Löwdin spin population.
Element x y z (Å)
Ir1 -0.76686 -1.53417 0.41943  2.114
Te1 -1.03443 0.47154 -1.32880  0.304
Br1 -3.88739 -0.96211 5.32203  0.001
S1 8.25259 -0.33149 0.42605  -0.055
Si1 -1.86741 2.73277 1.82303  0.010
Si2 1.44558 3.40590 -0.40708  0.003
Si3 -2.23270 4.01251 -1.83814  0.011
Si4 -0.86360 2.79860 -0.30902  0.053
O1 7.30279 0.70522 0.07348  0.379
O2 8.39578 -0.51694 1.85476  0.353
O3 -2.58827 -2.67133 0.07609  0.105
O4 9.48353 -0.28588 -0.31704  0.341
N1 -1.94243 -4.34698 -1.31907  0.001
N2 -0.90103 -1.50289 2.58348  0.085
N3 6.11055 -1.83207 -0.01194  -0.002
N4 8.13504 -2.95344 -0.39001  -0.002
N5 1.22281 -2.26066 -0.00143  0.103
C1 -4.01612 3.46716 -1.56491  0.001
C2 1.42672 5.22315 0.08713  0.001
C3 3.94829 -2.74138 -0.21218  0.005
C4 -2.19471 -1.24051 4.55448  0.002
C5 -4.23378 -4.30092 -0.46742  0.004
C6 -2.85017 -3.73887 -0.48927  0.015
C7 -3.40306 1.64320 1.68216  0.004
C8 0.16155 -1.55331 4.71005  0.002
C9 -2.07811 5.86011 -1.52073  0.003
C10 6.05508 -4.10226 -0.66311  0.000
C11 -1.05619 -1.34684 5.33759  0.007
C12 -0.66245 2.06477 3.10753  0.001
C13 -2.08484 -1.33125 3.17876  0.021
C14 1.66885 -3.46174 -0.36729  0.019
C15 7.44680 -4.04679 -0.68565  0.000
C16 7.41726 -1.89544 -0.06927  -0.010
C17 -1.60399 -3.53217 -2.51015  0.007
C18 3.01780 -3.73616 -0.48856  0.002
C19 3.46864 -1.47844 0.17063  0.003
C20 -4.13719 -3.16819 -2.82889  0.000
C21 -1.71818 3.60623 -3.60216  0.005
C22 -4.75553 -4.26005 -1.93025  0.000
C23 2.06758 3.15768 -2.16069  0.001
C24 5.41261 -2.92345 -0.30382  0.000
C25 -2.78658 -3.52156 -3.47381  0.001
C26 -2.36315 4.48892 2.28144  0.003
C27 0.20363 -1.62647 3.33145  0.020
C28 2.49497 2.42189 0.80697  0.000
C29 2.11669 -1.28167 0.25823  0.033
H1 -4.84054 -3.69391 0.20032  0.000
H2 -0.25226 1.10162 2.81606  0.001
H3 8.02351 -4.92423 -0.95484  0.000
H4 2.41267 5.65436 -0.11165  0.000
H5 -1.16848 1.94444 4.07125  0.000
H6 -4.22371 -5.32279 -0.08182  0.001
H7 0.68911 5.81387 -0.45513  0.000
H8 -4.84069 -2.96654 -3.63662  0.000
H9 2.89071 1.51267 0.34591  0.000
H10 -4.11264 2.05695 0.96489  0.000
H11 4.18044 -0.69227 0.38081  0.000
H12 3.32459 -4.72644 -0.79516  0.000
H13 -2.12818 6.11962 -0.46192  0.000
H14 3.13672 3.38488 -2.20121  0.000
H15 -2.34757 4.16881 -4.29768  0.000
H16 -4.11456 2.38059 -1.51938  0.001
H17 1.70332 -0.31195 0.52651  0.014
H18 1.13641 -1.77580 2.80381  0.002
H19 -4.42480 3.88466 -0.64173  0.000
H20 -4.60833 -5.23443 -2.40235  0.000
H21 0.91438 -4.21093 -0.56622  0.002
H22 -5.83370 -4.11139 -1.88384  0.000
H23 1.56182 3.80827 -2.87521  0.000
H24 -2.86839 -4.50667 -3.94635  0.000
H25 -1.15302 6.26840 -1.93070  0.000
H26 3.36466 3.02215 1.08862  0.000
H27 5.53634 -5.01488 -0.91673  0.000
H28 -4.64022 3.82270 -2.38916  0.000
H29 0.17502 2.74944 3.25980  0.000
H30 -1.36422 -2.52524 -2.16838  0.007
H31 -2.90781 6.36496 -2.02421  0.001
H32 -4.05549 -2.22665 -2.27290  0.000
H33 -0.71021 -3.94524 -2.97586  0.000
H34 1.07487 -1.64550 5.28079  0.000
H35 -1.83699 2.54693 -3.83843  0.005
H36 1.97101 2.15978 1.73031  0.000
H37 -0.68185 3.88279 -3.80209  0.000
H38 -2.57052 -2.81844 -4.28107  0.000
H39 1.93910 2.12421 -2.48929  0.002
H40 -3.15255 4.86385 1.62631  0.000
H41 -3.91203 1.55640 2.64694  0.000
H42 1.23630 5.33491 1.15712  0.000
H43 -2.95408 -1.26154 2.54137  0.004
H44 -2.73831 4.52737 3.30734  0.000
H45 -1.51690 5.17616 2.21450  0.000
H46 -3.13998 0.64187 1.33163  0.005
H47 -2.27575 -5.25826 -1.61314  0.000
H48 -1.12417 -1.27378 6.41469  0.000

## Properties
* frontier orbital gap (spin up / spin down): 0.2188 / 0.1061 hartree
* spin multiplicity: 5
* ⟨S²⟩: 6.03
* charge: +1

Molecular formula: C29H48BrN3P2PtS
Method: DFT, ωB97M-V/def2-TZVPD

Last column: Löwdin spin population.
Element x y z (Å)
Pt1 0.73343 0.59131 -1.33190  0.524
Br1 1.31702 2.29820 -3.28100  0.064
S1 1.71833 -0.22501 0.93854  0.328
P1 3.14163 0.70833 -1.90318  0.291
P2 -0.23575 -1.51228 -0.92260  0.163
N1 0.14850 -1.17932 2.95577  0.018
N2 1.00915 0.94238 3.20055  0.041
N3 -5.45402 -1.43950 3.76478  0.769
C1 -3.16810 1.93265 -2.05234  0.055
C2 4.35430 -0.43869 -1.21987  0.047
C3 3.58961 2.38797 -1.24686  0.024
C4 -4.76095 -0.46312 4.35800  0.076
C5 -4.54311 0.70873 2.24121  0.002
C6 3.03614 0.02381 -3.65412  0.048
C7 -3.31874 2.50613 -0.76420  0.224
C8 -0.38021 -2.32235 -2.57291  0.035
C9 -1.28576 -1.60496 -3.56008  0.003
C10 0.86352 -0.15557 2.45731  0.057
C11 -0.87231 1.79833 -1.46005  0.344
C12 -1.86741 1.64211 -2.45269  0.085
C13 -0.42114 -1.23587 4.30929  0.002
C14 -5.71877 -1.39590 2.46261  0.079
C15 -2.35169 -2.08359 1.00370  0.005
C16 -2.24144 3.27958 -0.22358  0.086
C17 1.86830 -3.39679 -0.29295  0.001
C18 4.05109 0.67031 -4.57622  0.027
C19 -4.27007 0.61669 3.62806  0.088
C20 -0.58957 0.16819 4.85548  0.001
C21 5.77091 -0.04427 -1.63259  0.030
C22 -3.95106 1.75623 1.42887  0.219
C23 -4.31790 2.02643 0.12610  -0.041
C24 -5.29797 -0.33993 1.65278  0.091
C25 -0.95593 2.92615 -0.61679  0.049
C26 4.79260 3.09256 -1.86100  0.014
C27 -1.96965 -1.34095 -0.28543  0.029
C28 0.42368 -2.99689 -0.02264  0.009
C29 0.67747 0.97058 4.63009  0.005
H1 -0.04149 3.42214 -0.29316  0.001
H2 -2.63691 -1.65073 -1.10337  0.002
H3 -5.52639 -0.33769 0.58886  0.006
H4 -3.44217 -2.17968 1.06309  0.002
H5 2.02083 0.24240 -4.04398  0.004
H6 -3.10469 2.27800 1.89545  0.007
H7 -3.69842 1.41737 4.11990  0.007
H8 -2.03955 -1.51812 1.89093  0.000
H9 -1.38552 -1.75458 4.25826  0.001
H10 4.37562 1.66967 -4.26584  0.002
H11 0.28343 -2.83240 1.05309  0.000
H12 5.68756 2.45731 -1.88984  0.000
H13 -1.44150 0.65539 4.35985  0.001
H14 5.82438 0.38010 -2.64491  0.001
H15 6.40876 -0.93419 -1.62980  0.006
H16 4.08823 -1.43507 -1.60305  0.000
H17 -1.07373 -1.95646 -4.57938  0.000
H18 -4.02848 1.62249 -2.65423  0.001
H19 0.54269 2.01856 4.90867  0.001
H20 -1.93122 -3.09568 1.06503  0.000
H21 5.01574 3.96202 -1.22280  0.003
H22 6.20318 0.68126 -0.93661  0.001
H23 -1.12345 -0.52217 -3.54538  0.003
H24 -0.72125 -3.35671 -2.41101  0.006
H25 -2.13439 -0.26507 -0.14548  0.003
H26 3.71203 2.22906 -0.16109  0.000
H27 1.70128 1.58918 2.85076  0.001
H28 -5.27759 1.69142 -0.27492  -0.003
H29 4.22235 -0.44919 -0.13168  0.003
H30 -0.81693 0.11969 5.92695  0.000
H31 2.15860 -3.25089 -1.33935  0.000
H32 3.60262 0.79320 -5.56675  0.004
H33 3.14317 -1.06926 -3.57648  0.000
H34 4.58029 3.48603 -2.86831  0.000
H35 0.65084 -2.37372 -2.95924  0.002
H36 1.50355 0.55145 5.22356  0.002
H37 -0.24530 -3.83058 -0.29407  0.002
H38 -2.41085 4.00237 0.56362  0.002
H39 -1.58872 1.30769 -3.45227  0.001
H40 2.00150 -4.46302 -0.05405  0.000
H41 -4.58931 -0.51988 5.42742  0.014
H42 4.92920 0.03665 -4.69566  0.002
H43 0.23568 -2.05587 2.46153  0.000
H44 0.23929 -1.82177 4.96583  0.001
H45 2.55927 -2.83765 0.34840  0.000
H46 -2.34762 -1.79674 -3.35953  0.000
H47 2.70532 3.03699 -1.38296  0.002
H48 -6.31407 -2.21497 2.03388  0.017

## Properties
* frontier orbital gap (spin up / spin down): 0.2340 / 0.1779 hartree
* spin multiplicity: 5
* ⟨S²⟩: 6.09
* charge: +4

Molecular formula: C29H48F10N5O5PS
Method: DFT, ωB97M-V/def2-TZVPD

Last column: Mulliken charge in e.
Element x y z (Å)
S1 5.08792 1.07924 -5.88656  -0.256
P1 -0.41907 -4.15230 -2.82713  0.650
F1 2.38938 -1.80548 -2.99523  -0.387
F2 5.22275 -4.86612 -2.89025  -0.264
F3 4.53930 -4.13449 -0.59663  -0.336
F4 4.32260 -3.21462 -3.93510  -0.223
F5 1.60401 -1.73286 -0.94614  -0.344
F6 6.02948 -2.88867 -2.67775  -0.240
F7 -0.45275 -1.08520 1.33851  -0.445
F8 2.47850 -4.73035 -2.56725  -0.275
F9 4.20512 -2.06844 -1.11906  -0.232
F10 2.10847 -4.15220 -0.48491  -0.310
O1 7.21340 0.24530 -4.43439  -0.316
O2 -0.70213 -1.74236 -4.97124  -0.756
O3 -0.13761 -5.02465 -1.50327  -0.558
O4 -2.56512 -1.08669 -3.91645  -0.828
O5 -1.99592 -3.97061 -2.70046  -0.530
N1 6.41953 0.25179 -2.36260  -0.650
N2 -0.04110 -4.91795 -4.10670  -0.934
N3 0.30653 -2.64726 -2.59266  0.918
N4 5.39568 0.63824 -3.22741  -0.008
N5 -2.68647 1.13939 4.40647  0.780
C1 -1.39342 -1.44771 -3.99511  0.750
C2 -0.57112 -1.40760 -2.62529  2.402
C3 -0.92236 1.86794 7.88040  -1.243
C4 -1.63107 -0.18865 -0.53093  -1.113
C5 5.92097 0.62917 -4.42461  0.515
C6 7.45269 0.02091 -3.11514  0.050
C7 -1.78918 2.13257 3.69433  0.290
C8 4.89921 -3.58495 -2.81193  0.582
C9 -3.86083 1.07093 3.45889  -0.856
C10 4.01760 2.37553 -5.20502  -1.057
C11 -1.98149 -0.19690 4.47840  -0.419
C12 -2.67213 2.93021 6.31989  -0.871
C13 1.68179 2.97891 -4.50861  -0.527
C14 0.20569 2.88120 -4.90666  -1.373
C15 1.61361 -2.48913 -2.09763  0.973
C16 -1.53617 -1.42261 -1.41987  -2.068
C17 -2.70429 3.12848 2.97499  -0.716
C18 -3.53988 -1.60617 6.02775  -1.331
C19 -2.85602 -1.42578 4.67136  -0.374
C20 -0.50180 -0.00434 0.45741  0.781
C21 -3.14973 1.58555 5.78785  -0.631
C22 -4.11113 2.51504 3.06944  -0.607
C23 -0.35523 1.47001 -4.75216  -0.992
C24 -1.25931 3.00335 6.91756  -0.262
C25 4.02497 -3.31230 -1.54637  0.524
C26 0.22670 -0.10783 -2.80887  -3.106
C27 2.50372 -3.71563 -1.69461  0.483
C28 -0.61573 1.10397 -3.28248  -1.424
C29 2.57380 1.89483 -5.11957  0.065
H1 0.05784 3.26461 -5.91526  0.406
H2 4.10207 3.27846 -5.80604  0.597
H3 -4.23696 1.58973 5.75151  0.164
H4 -1.80777 0.74301 -1.05888  0.418
H5 -3.36635 3.17011 7.13005  0.509
H6 -4.66569 2.58705 2.13743  0.500
H7 -1.66408 1.78924 8.67767  0.311
H8 -1.18575 3.95047 7.45425  0.428
H9 -2.18885 -2.27494 4.51328  0.456
H10 -0.73025 0.88827 1.05508  -0.252
H11 4.36535 2.62263 -4.20766  0.466
H12 -0.49030 3.05280 6.14411  0.236
H13 -3.54287 0.47504 2.60307  0.272
H14 8.41691 -0.30339 -2.77504  0.430
H15 -2.81641 3.72324 5.58406  0.131
H16 -0.34265 3.55534 -4.24544  0.324
H17 -0.27602 1.94678 -2.67014  0.681
H18 -2.26181 -3.98715 -1.77284  0.301
H19 0.04714 2.04388 8.34303  0.427
H20 -2.83118 -1.49390 6.85093  0.304
H21 0.86590 0.15079 -1.97232  0.674
H22 -2.86753 0.80506 6.48629  0.473
H23 2.21632 1.57778 -6.09550  0.403
H24 -3.59873 -1.48993 3.87537  0.287
H25 0.89305 -0.30860 -3.63878  0.810
H26 -4.69911 3.02046 3.83737  0.261
H27 -4.36263 -0.90573 6.17764  0.275
H28 -1.29019 -2.25183 -0.75412  0.758
H29 0.46893 0.15807 0.00563  0.129
H30 -1.30688 1.43524 -5.28078  0.424
H31 -1.22574 -0.11551 5.26014  0.472
H32 0.57114 -4.38260 -4.70679  0.311
H33 0.27223 0.72536 -5.22834  0.479
H34 0.11482 -5.89361 -1.84547  0.382
H35 -0.86130 0.90203 7.37501  0.245
H36 1.79350 2.94944 -3.42489  0.302
H37 -2.38412 3.24034 1.94105  0.375
H38 -1.08998 2.57527 4.39074  -0.059
H39 2.05653 3.95499 -4.83002  0.579
H40 -2.51655 -0.33030 0.10263  0.419
H41 -1.46211 -0.31206 3.52683  0.119
H42 -2.52947 -1.63142 -1.80709  0.315
H43 -1.67277 0.98503 -3.07920  0.801
H44 -3.96195 -2.60735 6.09409  0.458
H45 -2.66994 4.11937 3.42307  0.330
H46 -1.21860 1.56145 2.96707  -0.319
H47 2.59145 1.04395 -4.44158  -0.205
H48 -4.70103 0.59037 3.95158  0.492

## Properties
* frontier orbital gap: 0.2231 hartree

no.,DFT total energy (Eh)
1,-6210.888418
2,-5070.639271
3,-3521.965663